DFT (ωB97M-V with the def2-TZVPD basis set) results for 6 unconnected molecules or ions with the total composition C19H49NO6 at a distorted geometry.

As for the SMILES: CC1(C)CCCC(C)(C)N1O.CCO.CCO.CCO.CCO.CCO. The LUMO energy is 0.64 eV. Its highest occupied orbital energy is -7.3223 eV. The calculation puts the energy relative to the best compared isomer or geometry (same formula, charge and spin) at 90.5 kJ/mol.

```
75
Properties=species:S:1:pos:R:3:forces:R:3
C 1.555237 -0.817369 -2.183809 0.870 0.502 0.154
C 1.897879 0.691665 -2.162160 0.614 -0.692 0.798
C 1.306679 1.309717 -3.413700 2.615 -0.680 0.322
C 1.336024 2.786930 -3.282016 -2.154 0.424 -0.605
C 0.548835 3.317136 -2.100002 0.481 0.246 -2.672
C 0.938201 2.705570 -0.791590 0.972 -0.485 0.264
N 1.309727 1.265101 -0.908835 -2.286 1.918 -5.650
O 1.527325 0.546415 0.166973 0.688 -0.968 2.878
C 2.206605 3.394211 -0.246112 -0.095 0.535 0.717
C -0.314671 2.933844 0.019512 0.221 -0.234 2.434
C 3.433757 0.971256 -2.137032 0.464 0.375 -0.042
H 2.218362 -1.250631 -1.435050 -0.734 -0.591 0.315
H 1.768948 -1.341506 -3.115322 0.361 0.456 -0.324
H 0.478073 -0.927934 -2.058871 0.089 -0.192 0.673
H 2.075470 1.247401 -4.183877 0.247 -1.021 -0.243
H 0.502365 0.703350 -3.830226 -0.796 0.840 0.409
H 0.815523 3.007433 -4.213982 0.278 1.399 -0.119
H 2.345430 3.196812 -3.247349 -0.052 -0.250 -0.402
H -0.506218 3.233880 -2.360837 -0.194 -0.426 0.411
H 0.743913 4.385631 -2.191476 -0.078 0.288 1.016
H 2.941711 3.596374 -1.025121 -0.188 0.004 -0.167
H 2.008870 4.332348 0.272429 -0.183 0.251 -0.128
H 2.721681 2.776628 0.489673 -0.207 -0.261 0.035
H -1.156210 2.262194 -0.150222 0.229 -0.182 -0.556
H -0.047114 2.795191 1.067021 -0.218 -0.045 0.328
H -0.690272 3.955597 -0.035582 0.202 0.082 -0.298
H 3.958585 0.895086 -1.184746 -0.577 -0.604 0.442
H 3.621908 2.023747 -2.349090 -0.174 0.033 -0.326
H 4.056927 0.422334 -2.843041 -0.340 -0.315 -0.276
H 0.709520 0.056946 0.281951 -0.201 -0.634 0.551
C 1.588727 1.186059 3.252488 -1.057 0.109 -0.327
C 0.911865 -0.169562 3.634985 1.774 0.573 0.015
O 1.927315 -1.011931 4.223714 -1.351 -0.134 0.617
H 0.879983 1.864002 2.776901 -0.377 -0.098 -0.120
H 2.355700 1.065801 2.487391 0.080 -0.379 0.202
H 1.989753 1.800866 4.058273 0.093 -0.609 0.444
H 0.429286 -0.634580 2.775349 0.381 -0.046 -0.371
H 0.091346 -0.101273 4.349252 0.329 0.364 0.390
H 2.664512 -1.179028 3.631919 0.030 0.438 -0.335
C 2.690051 -2.580593 1.554865 0.052 0.355 -0.554
C 4.110945 -1.999253 1.599659 -1.546 -3.062 -3.043
O 4.188096 -1.089364 2.588304 1.540 0.986 1.570
H 2.286327 -2.963446 2.492163 0.611 -0.034 0.308
H 2.671872 -3.410518 0.848463 -0.238 0.173 -0.257
H 1.993395 -1.788389 1.280643 -0.087 -0.113 -0.389
H 4.450162 -1.665972 0.618862 -0.829 1.268 -0.468
H 4.782069 -2.855134 1.527882 0.569 -0.429 1.826
H 5.101221 -1.163639 2.875181 0.064 0.687 0.664
C -5.167476 1.664690 -0.882990 -0.279 0.003 0.205
C -5.557718 3.111140 -1.021841 -0.465 -0.086 -0.529
O -6.831045 3.246369 -0.404534 -0.137 0.308 0.440
H -6.037372 1.087380 -1.196178 0.111 -0.190 -0.102
H -5.018606 1.458614 0.176953 0.242 -0.180 -0.026
H -4.301343 1.369902 -1.475445 0.029 0.131 0.120
H -5.749720 3.374969 -2.061845 0.688 -0.005 -0.341
H -4.846282 3.806936 -0.577050 0.226 -0.028 -0.017
H -7.110594 4.132517 -0.645794 -0.391 0.043 0.254
C -3.027046 -5.446089 1.092814 0.523 -0.483 -0.278
C -1.642804 -5.507722 0.392223 -2.334 -1.705 -0.666
O -0.824505 -4.480435 0.782797 0.989 1.134 0.404
H -2.990465 -5.663543 2.160271 0.287 0.546 0.197
H -3.720646 -6.212531 0.746978 0.097 0.002 -0.506
H -3.442494 -4.466581 0.856027 -0.160 -0.007 0.386
H -1.864848 -5.466129 -0.674113 0.312 0.583 -0.148
H -1.157331 -6.479671 0.480170 0.081 -0.177 0.474
H -0.639442 -4.636821 1.711714 0.254 0.216 0.210
C -2.717294 -1.328400 -0.352441 -0.820 0.348 -0.468
C -2.064408 -1.273617 1.037483 0.260 1.064 -1.649
O -0.660745 -1.527944 0.838329 -0.751 -0.072 0.815
H -3.806969 -1.314441 -0.375315 -0.234 -0.277 0.572
H -2.421813 -2.167400 -0.982407 0.237 -0.296 0.397
H -2.516432 -0.449250 -0.964685 0.629 0.201 0.223
H -2.589390 -1.885385 1.771131 0.442 -0.418 0.023
H -2.102783 -0.242727 1.389463 -0.161 -0.004 0.172
H -0.616125 -2.483235 0.754479 0.431 -0.476 -0.278
```
Forces are in eV/Å.

---

DFT (ωB97M-V with the def2-TZVPD basis set) results for a molecular structure, C19H50Br2N7O3P2 at a distorted geometry.

The LUMO energy is -3.13 eV. Its highest occupied orbital energy is -9.7218 eV. As for the charge: +1.

```
83
Properties=species:S:1:pos:R:3:forces:R:3
C 7.524666 0.170359 0.587123 0.991 -0.068 0.062
C 7.077249 1.637542 0.009889 -0.595 -1.089 0.151
Br 8.412342 2.162150 -1.437268 -0.662 0.100 1.783
C 5.601328 1.620359 -0.776846 2.334 2.563 -0.525
Br 5.841440 0.751085 -2.556245 -1.086 0.180 1.258
N 4.496702 1.058847 0.088394 0.452 0.500 0.629
C 4.231817 -0.425094 -0.086327 -1.016 -2.757 1.227
C 2.993944 -0.787058 -1.104563 0.514 -1.618 -1.009
O 2.557688 0.332804 -1.951856 0.288 -0.165 3.531
C 2.099928 1.381117 -1.029937 -0.994 1.851 -0.844
C 3.212090 1.913090 0.044455 -2.100 0.204 1.506
H 7.034598 -0.088234 1.632480 0.739 0.556 -2.203
H 8.699487 0.206375 0.790200 -2.663 -0.026 -0.453
H 7.348221 -0.703041 -0.205087 0.318 2.080 1.732
H 7.064160 2.451726 0.868569 0.098 -1.601 -1.955
H 5.375037 2.772656 -0.992507 0.269 -2.766 0.387
H 4.835354 1.166652 1.092783 -0.297 -0.149 -1.616
H 3.888953 -0.815866 0.989000 0.771 0.978 -2.261
H 5.200358 -1.060825 -0.338831 -2.014 1.966 0.365
H 3.400190 -1.631612 -1.841368 -0.883 2.014 1.528
H 2.111816 -1.309504 -0.504431 1.670 1.527 -1.137
H 1.121993 1.101451 -0.432800 2.024 0.235 -1.205
H 1.805369 2.316208 -1.711336 0.677 -2.198 1.501
H 3.436524 3.065714 -0.040815 -0.111 -2.553 -0.060
H 2.727481 1.767324 1.125872 1.070 0.354 -2.346
O -0.112899 3.686274 0.663047 1.796 4.213 0.875
P -1.447367 4.426573 0.924554 -3.598 -8.164 -2.088
N -1.887281 3.244607 2.096157 0.145 -0.498 1.667
C -3.198843 2.698618 2.407778 -0.480 0.179 0.013
C -1.050759 3.229762 3.303915 0.471 -0.186 -0.292
N -2.099265 3.942212 -0.599282 0.210 0.349 -1.340
C -3.232349 3.048233 -0.769513 -0.746 0.606 0.132
C -1.152980 3.705370 -1.694973 0.234 0.345 0.272
N -2.981535 5.277657 1.225195 2.440 2.992 -0.067
C -3.274528 6.322153 0.212518 -0.540 0.248 -0.713
C -2.973181 6.010990 2.510974 -0.245 -0.130 0.848
H -3.854196 3.408020 2.919118 -0.195 0.046 0.095
H -3.114083 1.821270 3.062282 0.358 0.264 -0.017
H -3.724411 2.318467 1.536726 0.093 0.283 -0.085
H -1.328990 4.026635 3.995931 -0.053 0.011 0.321
H 0.008906 3.360172 3.063911 -0.194 0.089 -0.163
H -1.122646 2.274354 3.836521 -0.192 0.109 -0.161
H -2.980431 2.017483 -0.506248 -0.016 -0.132 0.055
H -3.586381 3.049905 -1.808222 0.318 0.057 0.048
H -4.101075 3.381476 -0.192748 0.248 -0.128 0.104
H -0.680025 2.720191 -1.609204 0.086 -0.039 -0.065
H -0.371638 4.472958 -1.709062 -0.078 -0.269 0.089
H -1.648662 3.760209 -2.670973 -0.215 -0.023 0.261
H -2.452682 7.044373 0.143382 -0.250 0.086 0.004
H -4.194363 6.860668 0.468394 0.237 -0.107 0.306
H -3.455898 5.912272 -0.781816 0.273 -0.197 0.269
H -2.121760 6.697587 2.570449 -0.258 0.135 0.049
H -2.924548 5.343688 3.371708 0.139 -0.181 -0.195
H -3.898327 6.583990 2.646265 0.206 -0.110 -0.286
O -2.652206 -4.492798 -2.824974 1.659 -4.178 -1.615
P -1.854703 -5.084454 -1.637050 -2.650 7.843 3.496
N -3.208965 -4.856944 -0.599054 -1.367 -0.651 0.739
C -3.241083 -4.488680 0.807629 0.265 -0.119 0.302
C -4.376548 -5.691383 -0.913899 -0.170 0.247 -0.592
N -0.847708 -3.686480 -1.521799 1.330 0.787 -0.455
C -0.831700 -2.767118 -0.396378 0.391 -0.692 0.473
C -0.611864 -2.919965 -2.750181 -0.250 -0.433 -0.264
N -0.937855 -5.764650 -0.271355 1.040 -2.439 -2.577
C 0.511365 -5.906364 -0.557733 0.721 0.244 0.192
C -1.376137 -7.136622 0.070227 -0.549 -0.362 0.513
H -2.901077 -5.286021 1.473100 0.054 -0.094 0.235
H -4.260237 -4.229535 1.123014 0.040 -0.232 -0.383
H -2.668466 -3.593290 1.030912 0.201 -0.149 -0.145
H -4.255458 -6.710018 -0.541040 -0.166 -0.211 0.185
H -4.548596 -5.756231 -1.992646 0.233 0.088 0.133
H -5.298094 -5.278767 -0.487117 0.269 0.044 0.065
H -1.741588 -2.162685 -0.351878 -0.083 0.104 0.074
H 0.022016 -2.080307 -0.457351 -0.056 -0.010 -0.315
H -0.682658 -3.291778 0.552787 -0.266 -0.021 -0.132
H -1.458877 -2.263514 -2.980963 0.039 -0.014 -0.139
H -0.440221 -3.588421 -3.600822 -0.238 0.194 0.171
H 0.286963 -2.298192 -2.667770 -0.008 -0.069 0.311
H 0.677166 -6.509694 -1.457907 0.172 -0.036 0.193
H 1.026388 -6.383316 0.284191 -0.351 -0.162 -0.074
H 1.015169 -4.947983 -0.689207 -0.409 -0.011 -0.142
H -1.332080 -7.796093 -0.803287 0.130 -0.116 0.215
H -2.394368 -7.164895 0.458720 -0.027 0.251 -0.183
H -0.755117 -7.564194 0.866497 0.056 0.229 -0.262
```
Forces are in eV/Å.

---

DFT (ωB97M-V with the def2-TZVPD basis set) results for 4 unconnected molecules or ions with the total composition C19H50N4O4PS at a distorted geometry.

The LUMO energy is 2.45 eV. Its highest occupied orbital energy is -4.2769 eV. As for the charge: -1.

```
79
Properties=species:S:1:pos:R:3:forces:R:3
C 1.601210 -1.556181 -2.661147 -0.521 -0.852 -0.183
S 1.455826 0.308414 -3.051098 4.107 4.345 -1.511
O 2.861850 0.683080 -3.663684 -4.155 -1.881 1.507
O 1.318824 1.181943 -1.772419 -0.871 -3.270 -2.558
N 0.285218 0.649348 -4.300698 -0.441 -2.452 4.823
P -1.391785 0.395227 -3.758351 0.073 2.417 -2.853
O -1.820200 -1.285687 -3.618451 -0.403 0.229 2.694
O -1.804727 1.325931 -2.346999 1.474 -2.558 0.693
H 1.998835 -1.655338 -1.564784 -0.707 0.202 -2.185
H 2.304518 -2.084394 -3.464835 -1.403 1.584 1.853
H 0.539339 -2.030642 -2.790157 1.894 0.977 0.459
H -2.553307 -1.436072 -2.928672 1.618 0.522 -1.481
H -1.277314 1.060822 -1.537331 -0.397 0.667 -1.088
C 4.044761 -3.077463 1.586437 0.049 -0.109 -0.032
C 2.574547 -3.292404 1.936099 0.111 -0.071 -0.229
N 1.927407 -4.336559 1.139958 -0.346 -0.067 -0.134
C 0.465282 -4.326421 1.245181 0.109 0.225 -0.231
C -0.144191 -4.625246 2.610472 -0.281 -0.115 0.198
C 2.548870 -5.660609 1.175319 0.293 0.236 -0.211
C 2.725777 -6.325575 2.536329 0.022 -0.321 0.220
H 4.173431 -2.894359 0.514551 -0.065 -0.061 0.135
H 4.432116 -2.205233 2.123456 -0.085 -0.100 -0.036
H 4.661434 -3.935641 1.870162 -0.027 0.062 -0.053
H 2.064827 -2.337970 1.753580 -0.189 -0.269 -0.055
H 2.489178 -3.489813 3.011422 0.031 0.049 0.173
H 0.042583 -5.023759 0.510184 0.259 0.006 0.066
H 0.109038 -3.338949 0.925941 0.221 -0.021 0.030
H -0.063914 -5.683058 2.866364 0.044 0.075 0.070
H -1.212888 -4.383002 2.596202 0.115 -0.004 -0.007
H 0.311436 -4.033689 3.408895 -0.002 -0.058 -0.074
H 3.537786 -5.586958 0.705858 -0.092 0.141 0.073
H 1.994008 -6.344138 0.519816 -0.133 0.292 0.078
H 3.151547 -5.649425 3.282898 -0.058 -0.011 -0.080
H 3.410838 -7.175971 2.442366 -0.053 0.091 0.000
H 1.783366 -6.720396 2.920207 0.081 0.102 0.076
C 2.308414 4.146386 3.442725 -0.056 -0.081 -0.141
C 3.568340 3.436167 3.930749 -0.203 -0.140 -0.018
N 3.395983 1.994412 4.116560 0.137 -0.219 0.486
C 4.484350 1.371292 4.875614 -0.260 0.184 0.084
C 5.876222 1.388641 4.253391 0.347 -0.169 -0.020
C 2.931817 1.239437 2.952457 -0.326 0.201 -0.153
C 3.759816 1.325139 1.674608 0.034 -0.217 -0.298
H 1.455504 3.930843 4.094730 0.126 -0.054 -0.079
H 2.466241 5.230037 3.445965 0.036 -0.139 -0.015
H 2.047371 3.857753 2.420081 -0.010 0.027 0.129
H 3.832565 3.890376 4.894051 0.102 -0.319 0.001
H 4.393109 3.661581 3.244073 0.067 0.118 -0.081
H 4.216240 0.333016 5.110724 -0.130 0.128 -0.196
H 4.545340 1.868760 5.851692 -0.107 0.123 -0.111
H 5.957477 0.683360 3.424618 0.006 0.140 -0.008
H 6.616600 1.084472 5.001938 -0.063 0.037 -0.044
H 6.162474 2.382688 3.899912 -0.066 -0.088 -0.005
H 1.912426 1.568739 2.715447 0.140 0.085 0.087
H 2.813072 0.182566 3.223917 0.146 0.171 0.232
H 4.033184 2.352490 1.418397 -0.040 -0.093 0.032
H 3.179740 0.925965 0.834678 0.058 0.127 0.062
H 4.670953 0.727816 1.741082 0.029 0.132 -0.015
C -4.564910 1.074136 -4.992766 -0.103 0.332 0.180
C -5.861858 1.859571 -4.816663 0.105 -0.273 0.079
N -6.341498 1.900265 -3.434209 -0.599 -0.040 0.159
C -7.724974 2.369310 -3.311830 0.209 -0.317 -0.084
C -8.021283 3.804688 -3.732141 -0.247 0.318 0.025
C -5.410062 2.429700 -2.437866 0.386 -0.378 -0.045
C -4.863733 3.837034 -2.654104 0.135 0.314 0.157
H -4.653655 0.065813 -4.575116 0.025 0.154 0.015
H -4.330472 0.975375 -6.057897 0.008 0.055 0.141
H -3.716490 1.575266 -4.517050 -0.151 -0.228 -0.141
H -6.616564 1.365048 -5.441111 -0.217 0.162 0.265
H -5.727615 2.866432 -5.229930 0.043 0.111 -0.122
H -8.067671 2.226641 -2.278689 0.247 0.009 -0.040
H -8.362450 1.704981 -3.908667 0.183 -0.027 -0.071
H -7.639675 4.525351 -3.006944 0.045 -0.015 -0.120
H -9.105495 3.954522 -3.787198 0.067 -0.018 -0.009
H -7.610778 4.043965 -4.716645 0.019 -0.041 0.105
H -4.556133 1.744193 -2.369609 -0.085 0.094 -0.173
H -5.870223 2.380555 -1.442575 -0.221 -0.039 -0.235
H -4.510997 3.999055 -3.676430 -0.032 -0.067 0.090
H -4.010325 4.005261 -1.987241 -0.075 -0.083 -0.127
H -5.605902 4.601090 -2.415804 0.020 0.021 -0.122
```
Forces are in eV/Å.

---

Short version: frontier orbital gap = 7.96, 6.60, 6.72 eV, in the order given.